# 1
# C29H34ClN9O7SeTl

C29H34ClN9O7SeTl as an isolated structure (wB97M-V/def2-TZVPD, OMol25).

Highest occupied orbital energy   -11.25 eV
Net charge   +1
E_LUMO   -4.1 eV
Orbital gap   7.2 eV

Geometry as XYZ:
```
82
Properties=species:S:1:pos:R:3:forces:R:3
Tl -0.498365 -0.207249 2.186940 0.000 -0.098 0.019
C -4.169857 0.360225 3.965524 0.021 0.003 -0.005
C -3.909150 -0.486691 2.771971 -0.011 -0.031 0.014
N -2.748787 -0.789740 2.193280 0.008 0.005 0.011
C -3.030637 -1.618820 1.126748 0.017 0.027 -0.043
C -4.375213 -1.813564 1.055794 -0.002 -0.036 0.021
N -4.894971 -1.102174 2.102082 -0.018 0.036 -0.001
C -5.324774 -2.565341 0.178814 -0.003 0.021 -0.001
O -4.817471 -3.206966 -0.844721 0.014 0.026 -0.031
O -6.496038 -2.528583 0.458141 0.007 -0.005 -0.003
C -1.934052 -2.160982 0.278685 0.020 -0.027 0.048
O -2.209866 -2.827151 -0.718366 -0.017 0.028 -0.037
O -0.755848 -1.870701 0.674045 0.005 0.086 -0.046
H -3.939162 1.404389 3.762173 0.004 -0.003 -0.007
H -3.564924 0.036422 4.810130 0.014 0.002 0.009
H -5.219286 0.285869 4.243554 0.002 -0.002 0.007
H -5.887907 -1.082379 2.298848 0.000 -0.001 -0.001
H -3.825349 -3.094627 -0.896836 -0.010 -0.066 0.050
N 1.011293 -1.888218 2.892005 -0.057 0.004 0.003
N 1.899016 -1.275109 3.797674 0.027 0.029 -0.001
C 2.156531 0.115614 3.629964 -0.085 0.002 0.011
O 3.125180 0.580390 4.173907 0.023 0.000 -0.012
O 1.275840 0.780406 2.932722 0.052 -0.069 -0.014
H 0.565492 -2.685495 3.334060 0.010 0.001 0.012
H 1.482054 -2.218504 2.046753 -0.011 -0.036 0.018
H 2.761546 -1.785568 3.945620 -0.011 0.005 -0.003
Se -1.132051 3.213033 3.578828 -0.017 0.006 -0.011
N -1.240771 1.444177 3.835173 0.032 0.008 0.031
C -0.924924 1.205916 5.100518 0.002 0.068 -0.010
C -0.849825 -0.081537 5.710760 -0.013 -0.001 -0.003
C -0.497006 -0.156956 7.016367 -0.007 -0.010 0.000
C -0.202323 1.011302 7.797835 0.004 0.008 0.006
C -0.264772 2.250978 7.264311 0.003 0.008 -0.002
C -0.625889 2.384194 5.885201 0.014 -0.040 -0.013
N -0.691560 3.535540 5.246878 -0.020 -0.010 -0.022
H -1.073572 -0.973591 5.136629 0.006 -0.001 -0.001
H -0.429410 -1.124902 7.495381 0.002 0.000 -0.005
H 0.079752 0.880134 8.833306 -0.003 0.004 0.000
H -0.039849 3.142464 7.832388 -0.003 -0.006 0.003
C 1.990064 3.171601 -5.065675 0.007 0.008 -0.005
C 1.317771 1.807596 -5.269693 -0.001 0.029 -0.021
C 2.240614 0.964908 -6.157106 -0.003 -0.009 0.010
C 0.001035 2.022806 -6.028550 -0.001 -0.008 0.001
C 1.066099 1.111185 -3.890397 -0.029 -0.036 0.004
O 2.195645 1.227686 -3.039053 0.046 -0.011 -0.036
C 0.634292 -0.369183 -4.019447 0.018 -0.023 0.006
C 1.746183 -1.432460 -4.021898 0.030 0.067 0.013
C 2.229259 -1.851127 -2.652733 -0.038 -0.037 -0.011
C 3.535767 -1.617746 -2.234443 0.008 0.010 -0.004
C 3.991588 -2.054256 -1.000456 0.008 0.010 -0.002
C 3.123312 -2.754859 -0.181593 -0.028 0.020 -0.035
Cl 3.688005 -3.343917 1.364932 0.004 0.003 0.026
C 1.820365 -3.009161 -0.568938 -0.020 -0.049 0.007
C 1.378092 -2.544702 -1.798583 0.004 0.009 -0.002
C -0.050090 1.882770 -3.156114 -0.021 0.020 0.038
N 0.014571 1.726803 -1.706284 -0.047 0.007 0.011
C -0.498173 0.786092 -0.928250 0.050 0.013 -0.043
N -0.150556 1.037459 0.330426 -0.029 0.053 0.021
C 0.608823 2.171234 0.249688 -0.026 0.013 0.005
N 0.713903 2.619227 -0.969089 0.029 -0.029 0.000
H 2.126661 3.647752 -6.037555 -0.003 0.000 0.003
H 2.969614 3.078124 -4.598707 0.000 0.005 -0.002
H 1.398655 3.852205 -4.452524 0.014 0.001 -0.008
H 2.454416 1.518592 -7.072008 -0.003 -0.007 -0.002
H 1.786496 0.016616 -6.446113 0.008 -0.005 0.009
H 3.205477 0.759302 -5.685523 0.002 0.001 0.001
H 0.220673 2.429674 -7.016200 -0.001 -0.001 0.001
H -0.653387 2.739362 -5.529634 0.000 -0.002 -0.006
H -0.553323 1.094838 -6.178535 -0.001 0.009 -0.001
H 2.987066 0.989679 -3.533064 0.005 -0.025 0.012
H 0.025575 -0.473683 -4.919179 0.014 -0.021 0.000
H -0.030213 -0.623850 -3.190296 -0.040 0.019 0.032
H 2.597267 -1.117860 -4.623849 0.013 0.014 0.003
H 1.344471 -2.319811 -4.516534 0.010 0.003 -0.024
H 4.224504 -1.094901 -2.888640 -0.003 -0.002 0.006
H 5.007692 -1.866523 -0.682877 0.004 0.000 -0.005
H 1.154872 -3.584380 0.061330 0.028 0.028 -0.005
H 0.355896 -2.759447 -2.093691 0.018 0.000 0.004
H -1.027296 1.543539 -3.494347 -0.018 0.011 0.022
H 0.031028 2.952250 -3.321704 -0.012 -0.015 0.001
H -1.088586 -0.045495 -1.273881 0.002 -0.007 -0.008
H 1.082781 2.625860 1.103707 0.002 0.000 -0.007
```
Forces are in eV/Å.


# 2
# C29H34N3O2

A 2-piece molecular cluster, C29H34N3O2 overall (wB97M-V/def2-TZVPD, OMol25).

Highest occupied orbital energy   -10.95 eV
Net charge   +1
E_LUMO   -4.2 eV
Orbital gap   6.8 eV

Geometry as XYZ:
```
68
Properties=species:S:1:pos:R:3:forces:R:3
C -1.590818 1.282724 -8.152754 -0.050 0.032 0.072
O -2.177868 2.147967 -7.160662 0.359 -0.532 0.679
C -1.882829 1.880411 -5.864213 0.031 0.264 -0.168
C -2.416291 2.765980 -4.895648 0.183 -0.379 -0.388
C -2.199987 2.525899 -3.555105 -0.234 -0.409 -0.289
C -1.431154 1.421378 -3.112080 0.359 0.232 -0.770
C -1.419462 1.038428 -1.718348 -1.051 -1.751 0.449
C -0.527226 0.041616 -1.284725 0.044 0.385 -0.158
C -0.271168 -0.251498 0.050912 0.018 -1.695 -0.006
N 0.402369 -1.357249 0.444598 -0.834 1.916 -0.321
C 0.606600 -1.656832 1.864886 -0.263 -0.470 0.266
C 1.330965 -0.532953 2.602287 0.272 0.207 0.069
C 1.581538 -0.875648 4.053101 0.033 0.147 0.204
C 2.889616 -0.949111 4.541723 -0.302 -0.303 0.070
C 3.124294 -1.391980 5.845849 -0.267 0.109 0.035
C 2.044548 -1.709152 6.681916 -0.022 0.050 -0.308
C 0.731948 -1.580002 6.207580 0.103 0.150 -0.194
C 0.500085 -1.145628 4.897185 0.398 -0.221 0.223
C 1.382177 -2.976741 1.805512 0.295 -0.664 0.769
O 1.754063 -3.651572 2.758496 -0.476 0.979 -1.199
N 1.567074 -3.281795 0.487405 -0.001 0.108 0.703
C 2.289233 -4.463892 0.084516 0.145 -0.283 -0.486
C 0.989686 -2.347402 -0.470308 0.543 -0.764 -0.433
C -0.063550 -3.075350 -1.327717 -0.166 -0.050 0.199
C 2.121516 -1.785754 -1.355082 0.162 0.198 0.134
C -0.728194 0.675791 -4.118489 -0.670 0.140 0.327
C -1.033765 0.825876 -5.461746 -0.111 0.447 0.075
H -1.889604 1.697290 -9.115467 0.046 -0.084 0.177
H -0.493769 1.275287 -8.070671 -0.319 0.102 -0.049
H -1.971403 0.255484 -8.051355 0.043 0.311 -0.034
H -3.026763 3.597113 -5.240344 0.178 -0.122 0.097
H -2.640239 3.214374 -2.838884 -0.088 -0.292 -0.127
H -2.303548 1.270025 -1.068545 1.245 -0.519 -1.252
H -0.036579 -0.563308 -2.057683 -0.133 0.791 0.661
H -0.656780 0.396814 0.850917 0.125 -0.363 -0.315
H -0.366777 -1.855528 2.356935 0.423 0.055 -0.273
H 2.287527 -0.336810 2.093229 -0.255 0.016 0.109
H 0.713427 0.375296 2.528316 0.179 -0.115 0.015
H 3.716530 -0.696726 3.872905 -0.179 -0.158 0.267
H 4.150644 -1.497668 6.203524 -0.353 0.072 -0.059
H 2.225054 -2.060228 7.700767 -0.062 0.114 -0.368
H -0.117102 -1.825696 6.849557 0.322 0.102 -0.154
H -0.517680 -1.045723 4.508300 0.254 -0.077 0.245
H 2.633630 -5.009734 0.966796 -0.188 0.277 -0.085
H 1.648539 -5.121010 -0.513893 0.085 0.015 0.137
H 3.157519 -4.193202 -0.526300 -0.059 -0.073 0.146
H -0.695628 -3.693876 -0.676697 0.122 0.141 -0.194
H -0.707067 -2.370276 -1.857419 0.083 -0.230 0.018
H 0.431630 -3.721568 -2.067170 -0.168 0.211 0.285
H 2.958362 -1.444980 -0.729275 -0.251 -0.075 -0.134
H 2.490577 -2.574253 -2.026603 -0.152 0.253 0.240
H 1.794009 -0.944402 -1.969273 0.145 -0.184 0.069
H 0.025439 -0.074576 -3.868930 -0.489 0.143 0.022
H -0.626777 0.140410 -6.203364 0.084 0.287 0.331
N -1.443950 3.003327 -0.515057 0.221 1.684 -0.764
C -1.468494 3.153757 0.891583 0.581 0.104 0.383
C -0.359353 3.729369 1.528176 -0.315 -0.192 0.475
C -0.356947 3.842163 2.917222 -0.110 -0.359 0.121
C -1.424728 3.335156 3.670245 0.183 -0.312 -0.148
C -2.509364 2.727425 3.029553 0.305 0.134 -0.091
C -2.545367 2.652768 1.634504 0.287 -0.002 0.178
H -2.104956 3.633896 -0.998772 0.571 -0.526 0.484
H -0.519262 3.103070 -0.951223 -0.489 0.399 0.566
H 0.506418 4.055313 0.948614 -0.335 0.032 0.088
H 0.506023 4.269487 3.427293 -0.231 -0.061 -0.141
H -1.354156 3.312347 4.758942 -0.133 0.217 -0.328
H -3.304814 2.268770 3.616874 0.153 0.220 -0.160
H -3.377622 2.147113 1.143584 0.176 0.220 0.007
```
Forces are in eV/Å.


# 3
# C29H35AsN2O2PdTe

C29H35AsN2O2PdTe as an isolated structure (wB97M-V/def2-TZVPD, OMol25).

Highest occupied orbital energy (alpha / beta)   -13.83 / -13.90 eV
Net charge   +2
E_LUMO (alpha / beta)   -8.1 / -7.8 eV
Orbital gap (alpha / beta)   5.8 / 6.1 eV

Geometry as XYZ:
```
71
Properties=species:S:1:pos:R:3:forces:R:3
Pd -0.690188 -0.366406 -0.202403 0.323 -0.329 -0.454
N -1.363322 0.246476 1.605827 -0.190 -0.228 0.018
C -1.613817 0.375369 2.729880 -0.131 0.015 -0.053
N -1.893642 0.519482 3.982964 0.015 0.104 -0.002
C -2.390788 1.801360 4.528268 -0.026 0.028 0.034
C -3.792740 1.579622 5.074816 0.030 0.017 -0.026
O -3.790101 0.525676 6.013286 -0.015 -0.002 0.018
C -3.428333 -0.703668 5.425614 0.031 -0.006 -0.025
C -2.004253 -0.639052 4.893098 0.001 -0.054 0.045
H -2.371988 2.554571 3.742634 -0.016 -0.002 0.000
H -1.715886 2.102005 5.330892 0.001 0.007 -0.011
H -4.486920 1.356284 4.253437 0.002 0.002 0.004
H -4.139665 2.471414 5.592982 0.008 0.000 0.002
H -4.122733 -0.957051 4.612682 -0.001 0.009 0.004
H -3.504175 -1.464947 6.199643 0.007 -0.002 -0.002
H -1.732969 -1.545444 4.353626 -0.004 0.000 0.002
H -1.300264 -0.485938 5.712320 0.000 0.000 -0.006
C 1.983274 0.588817 -6.752937 0.000 0.001 -0.001
C 2.552542 -0.466089 -6.052992 -0.007 0.012 -0.003
C 2.171539 -0.711794 -4.743334 -0.013 -0.070 0.029
C 1.234672 0.119991 -4.138349 -0.060 -0.421 -0.062
C 0.653031 1.172915 -4.834108 -0.023 0.049 0.070
C 1.035641 1.402065 -6.147260 0.019 -0.010 -0.013
As 0.823453 -0.184454 -2.272074 -0.284 0.712 0.321
C 2.216061 0.717946 -1.271868 0.050 -0.029 0.039
C 3.544405 0.350936 -1.163561 -0.017 -0.033 -0.018
C 4.400855 1.130827 -0.394040 -0.005 0.016 0.004
C 3.919694 2.253660 0.264680 0.028 -0.007 0.003
C 2.585448 2.623075 0.153359 -0.038 -0.001 -0.041
C 1.722620 1.860928 -0.622577 0.075 -0.050 0.040
C 0.293902 2.160142 -0.866997 -0.019 -0.085 -0.071
C -0.453914 3.213279 -0.337770 0.004 0.005 0.028
C -1.781191 3.367357 -0.701969 0.021 0.004 0.014
C -2.402557 2.484421 -1.588667 0.072 0.038 -0.013
C -1.679514 1.435733 -2.127442 0.032 0.206 -0.107
C -0.324633 1.291840 -1.789170 -0.122 0.051 0.087
H 2.277979 0.777151 -7.776240 0.001 -0.001 -0.003
H 3.288163 -1.101360 -6.526824 0.002 -0.001 -0.002
H 2.607481 -1.546194 -4.206083 0.001 0.008 -0.001
H -0.072266 1.823402 -4.364321 0.005 0.000 -0.010
H 0.594603 2.223573 -6.695269 -0.001 0.002 0.001
H 3.925899 -0.524468 -1.675060 -0.003 -0.001 0.003
H 5.445756 0.863214 -0.312264 0.002 -0.003 -0.003
H 4.593045 2.856392 0.858862 0.000 0.002 0.002
H 2.233006 3.515755 0.653819 -0.004 0.002 0.000
H 0.000564 3.918480 0.345552 0.001 -0.008 0.012
H -2.347533 4.195074 -0.295704 -0.001 0.004 -0.005
H -3.437863 2.632062 -1.864423 -0.001 0.005 -0.002
H -2.123848 0.769704 -2.858573 -0.066 -0.011 0.064
C 2.862605 -3.239245 1.304850 0.012 -0.013 -0.010
C 3.270012 -1.858512 1.829595 -0.013 0.015 0.012
C 1.937550 -1.140752 1.922450 0.034 -0.015 -0.033
O 1.199686 -1.608813 0.780053 0.123 -0.002 0.096
C 1.598935 -2.959802 0.482584 -0.029 0.015 0.021
H 2.638106 -3.915064 2.129053 -0.007 0.015 0.011
H 3.643654 -3.700883 0.704895 -0.005 -0.014 0.003
H 3.914287 -1.344088 1.117107 -0.003 -0.003 -0.001
H 3.787515 -1.907690 2.785451 0.000 -0.006 0.002
H 2.005743 -0.055436 1.844005 0.008 -0.001 0.001
H 1.399176 -1.408527 2.839012 0.011 0.015 0.008
H 1.761819 -3.023001 -0.595817 0.021 0.002 0.013
H 0.786399 -3.642243 0.754165 0.003 -0.011 -0.032
C -1.779865 -3.560310 -1.780475 -0.041 0.029 0.025
Te -2.256289 -2.453112 -0.026087 0.101 0.051 -0.118
C -3.985062 -1.498191 -0.819901 0.053 -0.019 0.004
H -2.687494 -4.061498 -2.110232 -0.009 -0.009 0.035
H -1.024650 -4.298360 -1.523215 0.015 0.026 0.022
H -1.412770 -2.886772 -2.548068 -0.023 0.009 0.008
H -3.840661 -1.333601 -1.884459 0.032 0.008 0.008
H -4.110559 -0.549897 -0.303523 0.011 -0.009 0.013
H -4.846666 -2.138338 -0.647409 0.021 -0.026 0.001
```
Forces are in eV/Å.


Asked for ΔE to the lowest compared entry with this formula, charge and spin across the records above, the calculation gives 0.0; 24.0; 9.1 kcal per mole in order.
Asked for electronic energy across the records above, the calculation gives -5178.94389; -1439.94791; -4017.12424 a.u. in order.